Formula: C4H11NO
Source: OMol25
Level of theory: ωB97M-V with the def2-TZVPD basis set

Structure (XYZ):
```
17
Properties=species:S:1:pos:R:3:forces:R:3
C 2.057 0.558 0.080 -0.902 0.511 0.236
N 1.652 -0.852 -0.145 0.030 1.428 2.177
C 0.825 -1.214 1.036 -0.614 -0.444 -1.186
C -0.878 0.103 -1.954 1.879 -0.730 -0.716
C -1.704 0.664 -1.053 -0.246 0.376 0.339
O -2.424 -0.336 1.306 -0.342 -0.144 0.857
H 1.182 1.306 -0.101 1.327 -1.289 -0.153
H 2.964 0.826 -0.447 -0.164 0.040 -1.002
H 2.370 0.814 1.103 -0.422 -0.576 0.341
H -0.103 -0.572 1.017 0.204 -0.696 0.053
H 0.555 -2.293 0.970 -0.043 0.844 -0.010
H 1.250 -1.043 2.038 0.448 0.200 -0.411
H 0.090 -0.293 -1.493 -1.486 -1.344 -1.111
H -0.948 0.343 -3.020 1.061 0.795 0.172
H -1.599 1.716 -0.894 -1.615 1.376 -0.870
H -2.196 0.116 -0.252 0.717 -0.160 1.336
H -3.091 0.156 1.808 0.169 -0.187 -0.052
```
Forces are in eV/Å.

Properties
Expectation value of S² ... 1.126
2S+1 ... 2
Charge ... -1
Energy above the lowest of the compared OMol25 structures with the same formula, charge and spin ... 464.2 kJ/mol
Lowest unoccupied orbital energy (spin up / spin down) ... 3.987 / 3.283 eV